(1)
Below is a molecular structure, C27H26ClN3O3PdSb2Se4, with properties calculated with wB97M-V/def2-TZVPD.

Atoms and positions in Å:
Pd -0.8188 0.9952 0.9238
C -2.0107 3.7427 -2.4303
C -2.7307 3.1579 -1.2594
C -4.0267 3.4794 -0.8907
C -4.6073 2.8612 0.2166
C -3.8997 1.9500 0.9873
C -2.6053 1.7512 0.5585
N -2.0727 2.2773 -0.4887
Sb -2.4653 -1.6196 2.8038
C -3.2499 -1.3995 0.8214
C -4.4381 -2.0794 0.5985
C -4.8540 -2.2765 -0.7129
C -4.0558 -1.8183 -1.7402
C -2.8758 -1.1368 -1.4384
C -1.9449 -0.6681 -2.5157
N -2.5050 -0.9159 -0.1772
C -0.7789 -2.6526 1.9266
C -0.3832 -3.8867 2.4012
C 0.7260 -4.4927 1.8154
C 1.3577 -3.8482 0.7798
C 0.8835 -2.6038 0.3445
C 1.5518 -1.9284 -0.8083
N -0.1565 -2.0167 0.9281
H -2.6926 4.2845 -3.0822
H -1.5144 2.9590 -3.0027
H -1.2395 4.4321 -2.0830
H -4.5818 4.2038 -1.4714
H -5.6266 3.1029 0.4925
H -4.3319 1.4433 1.8313
H -5.0304 -2.4472 1.4274
H -5.7768 -2.8016 -0.9244
H -4.3252 -1.9892 -2.7739
H -2.3539 -0.8623 -3.5058
H -0.9890 -1.1874 -2.4215
H -1.7426 0.3956 -2.4138
H -0.9157 -4.3665 3.2127
H 1.0798 -5.4536 2.1674
H 2.2243 -4.2812 0.2958
H 1.5764 -2.5977 -1.6716
H 2.5816 -1.6820 -0.5493
H 1.0437 -1.0045 -1.0673
Se -0.5787 3.3586 5.8863
Sb -1.8350 2.4984 4.1408
Se -0.7096 0.2759 3.2159
Se -0.4346 3.0069 2.1103
Se -4.0807 1.9269 4.4894
C 3.9642 2.1451 -1.5485
C 4.4303 0.7686 -1.1597
C 4.6190 -0.1789 -2.1663
C 5.0810 -1.4480 -1.8830
Cl 5.2763 -2.5990 -3.1825
C 5.3956 -1.8179 -0.5869
C 5.2144 -0.8896 0.4216
C 4.7249 0.3846 0.1524
O 4.6223 1.2083 1.2436
C 3.3730 1.8628 1.4637
C 2.2102 0.8640 1.4148
O 2.2394 -0.1284 2.1254
O 1.2701 1.1669 0.5773
H 4.0034 2.2496 -2.6321
H 4.6029 2.9151 -1.1118
H 2.9384 2.3266 -1.2236
H 4.4053 0.0921 -3.1926
H 5.7623 -2.8122 -0.3720
H 5.4272 -1.1382 1.4524
H 3.2217 2.6938 0.7800
H 3.4317 2.2483 2.4810

The spin multiplicity is 1. The largest force on an atom is 0.75 eV/Å. The HOMO-LUMO gap comes out at 5.71 eV. For the HOMO energy, the calculation gives -7.91 eV.

***

(2)
Below is 2 unconnected molecules or ions with the total composition C27H26FN3O5S2 in a non-equilibrium geometry, with properties calculated with wB97M-V/def2-TZVPD.

Atoms and positions in Å:
C 3.5826 2.9453 -5.2129
N 4.0028 2.0293 -4.1652
C 4.9485 1.0067 -4.5667
C 3.3694 1.9628 -2.9620
C 2.0953 2.5385 -2.7731
C 1.3648 2.1930 -1.6671
N 1.9266 1.4502 -0.6444
C 1.2375 1.1754 0.5058
C 0.1123 1.9654 0.8716
C -0.0729 2.2795 2.3299
C -1.3278 2.7852 2.6752
C -1.5449 3.2992 3.9440
C -0.5041 3.2984 4.8806
C 0.7464 2.7695 4.5526
C 0.9679 2.2707 3.2670
O -0.6849 2.5085 0.0688
C 3.2232 0.9711 -0.7457
C 3.9404 1.2355 -1.8731
H 3.1277 3.8468 -4.7810
H 4.4802 3.2443 -5.7676
H 2.8647 2.4640 -5.9022
H 5.0678 0.2976 -3.7455
H 4.5817 0.4703 -5.4531
H 5.9284 1.4461 -4.7957
H 1.6846 3.2673 -3.4630
H 0.3416 2.5228 -1.5387
H 1.7389 0.5558 1.2569
H -2.1073 2.8046 1.9131
H -2.5068 3.7536 4.1649
H -0.6702 3.7210 5.8678
H 1.5740 2.8078 5.2592
H 1.9397 1.9114 2.9292
H 3.5840 0.3867 0.1070
H 4.9840 0.9319 -1.8793
C -1.1447 -2.3779 -4.2678
C -2.2398 -3.1672 -3.9020
C -2.2526 -3.8055 -2.6594
C -1.1689 -3.6451 -1.7947
S -1.2401 -4.4758 -0.1934
N -1.6957 -3.0605 0.9013
F -0.4538 -2.2702 1.1227
S -2.3076 -3.6627 2.5428
C -2.9311 -2.1479 3.2987
C -2.0621 -1.2529 3.9183
C -2.5695 -0.0611 4.4339
C -3.9326 0.2299 4.3346
C -4.8065 -0.7000 3.7626
C -4.3019 -1.8945 3.2472
O -3.4943 -4.4213 2.2320
O -1.2079 -4.1822 3.3156
O -2.4167 -5.3093 -0.2438
O 0.0612 -4.9672 0.1811
C -0.0448 -2.9132 -2.1767
C -0.0372 -2.2724 -3.4191
H -1.1555 -1.8342 -5.2110
H -3.0823 -3.2865 -4.5839
H -3.1154 -4.3806 -2.3345
H -0.9970 -1.4741 3.9588
H -1.8873 0.6482 4.9041
H -4.3069 1.1852 4.6966
H -5.8768 -0.4963 3.7249
H -4.9524 -2.6131 2.7610
H 0.7876 -2.8137 -1.4852
H 0.8363 -1.6941 -3.7220

The spin multiplicity is 1. The largest force on an atom is 2.46 eV/Å. The HOMO-LUMO gap comes out at 6.57 eV. As for the relative energy (zero: lowest compared OMol25 entry of this formula, charge and spin): 173.4 kcal per mole. For the HOMO energy, the calculation gives -6.57 eV.

***

(3)
Below is a molecular structure, C27H26FNO5S in a non-equilibrium geometry, with properties calculated with wB97M-V/def2-TZVPD.

Atoms and positions in Å:
C 2.5629 2.9281 2.7448
C 2.3190 1.4523 2.9820
O 1.2734 1.1075 2.0822
C 0.8025 -0.1273 2.3265
C -0.4868 -0.2609 1.5208
F -1.2120 -1.2602 2.1401
S -1.4549 1.3964 1.7531
C -3.2845 1.1698 1.9198
C -4.1274 1.7341 0.9547
C -5.5208 1.7599 1.1532
C -6.0729 1.2075 2.3174
C -5.2290 0.6282 3.2770
C -3.8389 0.6146 3.0788
O -1.1678 1.9675 3.0701
O -1.2398 2.2107 0.5903
O 1.3682 -0.9645 3.0054
H 3.6468 3.1324 2.7940
H 2.1549 3.2757 1.7777
H 2.0546 3.4942 3.5505
H 3.2041 0.8414 2.7832
H 1.9414 1.2754 3.9913
H -3.6971 2.1700 0.0563
H -6.1656 2.2535 0.4205
H -7.1571 1.2321 2.4825
H -5.6575 0.2276 4.2016
H -3.1930 0.1709 3.8349
C 5.4574 3.3141 -0.8892
O 5.2214 2.0615 -0.2100
C 4.1319 1.2967 -0.5097
C 3.0488 1.7380 -1.3164
C 1.8189 1.0746 -1.2172
C 1.6852 -0.0630 -0.3917
C 0.4057 -0.8278 -0.2118
C -0.2622 -1.2972 -1.4227
C -1.0404 -2.5386 -1.5209
C -1.3604 -3.5245 -0.5881
C -1.9989 -4.7059 -1.0231
C -2.2427 -4.9412 -2.3885
C -1.8007 -4.0200 -3.3591
C -1.2082 -2.8403 -2.9078
N -0.5477 -1.8477 -3.6283
C -0.4048 -1.8123 -5.0720
C -0.0511 -0.8965 -2.7659
C 2.8604 -0.6163 0.1924
C 4.0853 -0.0032 0.0739
H 6.4318 3.6416 -0.5352
H 5.4832 3.1640 -1.9711
H 4.6980 4.0587 -0.6385
H 3.1631 2.5847 -2.0049
H 0.9559 1.4171 -1.8032
H 0.5078 -1.6834 0.5368
H -1.0844 -3.3809 0.4575
H -2.2973 -5.4466 -0.2804
H -2.7881 -5.8439 -2.6840
H -1.9749 -4.1882 -4.4174
H -1.1797 -2.4159 -5.5545
H -0.5203 -0.7811 -5.4043
H 0.5732 -2.1501 -5.4384
H 0.6077 -0.1111 -3.1113
H 2.8161 -1.6014 0.6864
H 4.9873 -0.4507 0.5099

The spin multiplicity is 1. The largest force on an atom is 3.06 eV/Å. The HOMO-LUMO gap comes out at 7.97 eV. For the HOMO energy, the calculation gives -7.80 eV.

***

(4)
Below is a molecular structure, C27H26FeNO in a non-equilibrium geometry, with properties calculated with wB97M-V/def2-TZVPD.

Atoms and positions in Å:
C 3.1024 -1.3916 2.1152
C 1.7771 -2.0132 2.1926
C 1.2458 -1.7608 3.5296
C 2.2359 -0.9944 4.2627
C 3.3771 -0.7715 3.3991
Fe 1.7020 -0.0867 2.5955
C 1.3639 1.8366 2.9677
C 2.0717 1.6325 1.6770
C 1.2785 0.7469 0.8728
C 0.0286 0.4563 1.5746
C -1.1319 -0.2732 1.0474
C -2.3983 -0.1409 1.7509
C -3.2527 -1.2525 1.7685
C -4.4712 -1.2179 2.4188
C -4.8670 -0.0649 3.1122
C -4.0339 1.0630 3.1134
C -2.8199 1.0418 2.4066
C 0.1536 1.0462 2.9204
H 3.7897 -1.4633 1.2713
H 1.3139 -2.6293 1.4206
H 0.3103 -2.1593 3.9281
H 2.1727 -0.7242 5.3189
H 4.3212 -0.3045 3.6883
H 1.6751 2.5208 3.7671
H 2.9846 2.1197 1.3706
H 1.4859 0.3812 -0.1220
H -0.8349 -1.3893 0.8513
H -2.9240 -2.1529 1.2393
H -5.0983 -2.1211 2.4366
H -5.7825 -0.0751 3.7302
H -4.3101 1.9380 3.7152
H -2.2165 1.9448 2.3545
H -0.6246 0.9832 3.6709
C -0.1929 4.9673 -1.6739
O -1.5537 4.7174 -2.0385
C -2.1180 3.4990 -1.8483
C -1.4230 2.4399 -1.2017
C -2.0400 1.2045 -1.1643
C -3.3336 1.0211 -1.7184
N -3.5512 -0.3487 -1.8158
C -2.5009 -1.0287 -1.3031
C -2.4288 -2.5107 -1.3678
C -1.5454 -0.1030 -0.7843
C -4.0104 2.0549 -2.3532
C -3.4332 3.2994 -2.3673
H -0.0607 6.0544 -1.7881
H -0.0047 4.6776 -0.6436
H 0.4869 4.4391 -2.3396
H -0.4227 2.5276 -0.7870
H -4.3749 -0.8089 -2.2850
H -1.4140 -2.8403 -1.1206
H -3.1049 -2.9932 -0.6425
H -2.6967 -2.8802 -2.3751
H -0.4454 -0.3281 -0.8494
H -4.9810 1.8849 -2.8548
H -3.8837 4.1773 -2.8711

The spin multiplicity is 5. The largest force on an atom is 3.12 eV/Å. The HOMO-LUMO gap (spin up / spin down) comes out at 2.95 / 3.15 eV. For the HOMO energy (spin up / spin down), the calculation gives -0.10 / -2.48 eV. Its net charge is -1.